The molecule C2HClN2S at a distorted geometry. Source: OMol25; level of theory: wB97M-V/def2-TZVPD.

Computed properties:
Calculated total energy ... -1044.57796 Ha
Relative energy (zero: lowest compared OMol25 entry of this formula, charge and spin) ... 205.8 kJ/mol

Last column: Löwdin charge in e.
CARTESIAN COORDINATES (ANGSTROEM)
C1 -0.81 0.02 0.06  -0.26
C2 0.34 0.78 -0.09  -1.05
N1 -0.58 -1.26 0.12  -0.09
N2 0.39 -1.84 0.03  -0.03
S1 0.58 2.37 -0.08  0.64
Cl1 1.85 -0.39 0.02  0.71
H1 -1.78 0.32 -0.05  0.09